Entry 1:
Density functional theory data (the ωB97M-V functional and the def2-TZVPD basis) for C18H33BN2O3 in the gas phase.

For the total energy, the calculation gives -29002.032 eV. Its SMILES is CCOB(O)[C@@H](C#N)[C@H](C#N)CCCCCCCCCCCOC. For the highest occupied orbital energy, the calculation gives -9.69 eV. As for the orbital gap: 9.855 eV.

Bonds (Å) are listed after each position.
Atoms and positions in Å:
1 O -4.7282 2.1461 -2.8883  B24 1.371, H50 0.959
2 O 5.5661 -1.9519 3.9630  C8 1.423, C15 1.408
3 O -5.2444 -0.1600 -2.7173  C21 1.435, B24 1.345
4 N -2.5306 0.6955 -5.1176  C17 1.146
5 N -3.3923 -1.4606 -0.0813  C7 1.146
6 C -1.0318 -0.8788 -2.4853  C11 1.533, C20 1.542, H25 1.091, H31 1.093
7 C -3.2444 -0.5716 -0.7884  N5 1.146, C18 1.460
8 C 4.1923 -1.6532 4.1804  O2 1.423, C16 1.522, H30 1.097, H48 1.094
9 C 1.2205 -0.4677 -1.2873  C11 1.531, C14 1.528, H52 1.093, H55 1.095
10 C -7.0907 -0.2269 -4.3199  C21 1.525, H29 1.088, H38 1.090, H57 1.090
11 C -0.2017 -1.0281 -1.2055  C6 1.533, C9 1.531, H28 1.092, H39 1.091
12 C 0.8705 1.4181 1.0278  C13 1.525, C22 1.527, H42 1.095, H51 1.094
13 C 2.3226 1.2955 1.4782  C12 1.525, C19 1.527, H40 1.095, H49 1.096
14 C 1.3486 1.0414 -1.4906  C9 1.528, C22 1.535, H46 1.092, H47 1.094
15 C 5.9143 -3.2646 4.3338  O2 1.408, H33 1.096, H35 1.096, H45 1.088
16 C 4.0571 -0.2017 4.6194  C8 1.522, C23 1.531, H27 1.094, H34 1.091
17 C -2.2217 0.5948 -4.0181  N4 1.146, C20 1.472
18 C -3.0537 0.5823 -1.6621  C7 1.460, C20 1.576, B24 1.617, H56 1.095
19 C 2.4406 0.6882 2.8737  C13 1.527, C23 1.528, H32 1.095, H53 1.096
20 C -1.8043 0.4497 -2.6135  C6 1.542, C17 1.472, C18 1.576, H54 1.088
21 C -6.6573 0.0334 -2.8807  O3 1.435, C10 1.525, H37 1.090, H41 1.089
22 C 0.7018 1.9152 -0.4065  C12 1.527, C14 1.535, H36 1.095, H43 1.095
23 C 3.8533 0.7670 3.4516  C16 1.531, C19 1.528, H26 1.093, H44 1.093
24 B -4.4293 0.8790 -2.4594  O1 1.371, O3 1.345, C18 1.617
25 H -1.7542 -1.6918 -2.5754  C6 1.091
26 H 3.9850 1.7808 3.8386  C23 1.093
27 H 3.2010 -0.1049 5.2943  C16 1.094
28 H -0.1163 -2.0988 -1.0074  C11 1.092
29 H -7.5722 -1.1957 -4.4367  C10 1.088
30 H 3.6649 -1.8157 3.2317  C8 1.097
31 H -0.3746 -0.9677 -3.3546  C6 1.093
32 H 2.0722 -0.3428 2.8467  C19 1.095
33 H 5.2765 -4.0068 3.8396  C15 1.096
34 H 4.9528 0.0600 5.1845  C16 1.091
35 H 5.8426 -3.3976 5.4192  C15 1.096
36 H -0.3633 2.0721 -0.6088  C22 1.095
37 H -6.9306 1.0417 -2.5699  C21 1.090
38 H -6.2123 -0.1856 -4.9639  C10 1.090
39 H -0.7455 -0.6207 -0.3516  C11 1.091
40 H 2.8981 0.6701 0.7881  C13 1.095
41 H -7.1310 -0.6626 -2.1893  C21 1.089
42 H 0.3891 2.1434 1.6926  C12 1.095
43 H 1.1564 2.9103 -0.4496  C22 1.095
44 H 4.6085 0.5814 2.6830  C23 1.093
45 H 6.9418 -3.4322 4.0172  C15 1.088
46 H 2.4064 1.3051 -1.5617  C14 1.092
47 H 0.9199 1.2930 -2.4656  C14 1.094
48 H 3.7759 -2.3394 4.9244  C8 1.094
49 H 2.8020 2.2808 1.4776  C13 1.096
50 H -4.3699 2.8424 -2.3349  O1 0.959
51 H 0.3565 0.4674 1.1984  C12 1.094
52 H 1.7602 -0.7778 -0.3890  C9 1.093
53 H 1.7675 1.2338 3.5451  C19 1.096
54 H -1.1329 1.2848 -2.4225  C20 1.088
55 H 1.7284 -0.9643 -2.1207  C9 1.095
56 H -2.8874 1.4489 -1.0144  C18 1.095
57 H -7.7726 0.5469 -4.6711  C10 1.090

Atomic partial charges in e from the Mulliken method, atoms 1 to 5:
1. O -0.497
2. O -0.351
3. O -0.392
4. N -0.521
5. N -0.615

=====

Entry 2:
Density functional theory data (the ωB97M-V functional and the def2-TZVPD basis) for a 6-piece molecular cluster, C47H62F5IN overall.

For the total energy, the calculation gives -72916.725 eV. Its total charge is +1. For the highest occupied orbital energy, the calculation gives -10.35 eV. As for the orbital gap: 7.393 eV.

Bonds (Å) are listed after each position.
Atoms and positions in Å:
1 I 3.0610 1.9645 -1.9492  C15 2.145
2 F 2.1389 8.3149 -6.2667  C30 1.354
3 F -6.5144 -5.5037 7.3488  C50 1.354
4 F -2.0387 3.3346 -7.5780  C53 1.345
5 F 3.3474 -0.3831 3.8846  C51 1.350
6 F -4.3076 -2.7700 0.9794  C28 1.354
7 N 6.0702 -0.2123 -1.7213  C37 1.513, C52 1.504, H61 1.026, H112 1.025
8 C -7.2846 -3.4964 8.2965  C16 1.388, C50 1.380, H58 1.081
9 C -0.4282 2.9822 -5.9112  C39 1.389, C53 1.382, H94 1.081
10 C -6.0788 -4.8895 3.3006  C31 1.389, C40 1.389, H114 1.083
11 C 5.1619 1.1035 3.8685  C41 1.389, C51 1.381, H86 1.083
12 C -9.6562 -3.0631 8.3241  C16 1.389, C36 1.389, H107 1.082
13 C -1.1300 -2.9079 -0.2895  C23 1.540, C48 1.549, H59 1.101, H116 1.095
14 C 6.3424 -0.3968 5.8928  C35 1.389, C38 1.388, H74 1.082
15 C 4.9418 1.6912 -2.9444  I1 2.145, C46 1.527, C52 1.526, H102 1.094
16 C -8.3563 -2.6759 8.6219  C8 1.388, C12 1.389, H113 1.082
17 C 4.1081 -2.6248 0.5215  C29 1.532, C32 1.521, H57 1.096, H82 1.098
18 C 1.5199 4.4040 -5.8646  C20 1.389, C39 1.389, H64 1.083
19 C 0.4438 9.9342 -6.0607  C30 1.380, C34 1.389, H93 1.081
20 C 1.0505 5.0903 -6.9775  C18 1.389, C26 1.387, H62 1.083
21 C -2.0017 -0.3462 1.6361  C45 1.543, H60 1.093, H77 1.096, H81 1.097
22 C 0.8702 -4.3735 -0.8579  C23 1.529, C54 1.544, H70 1.099, H109 1.102
23 C -0.5919 -4.3460 -0.4101  C13 1.540, C22 1.529, H68 1.101, H73 1.099
24 C -1.2946 9.5849 -4.4245  C34 1.389, C42 1.389, H115 1.082
25 C -0.9024 -1.0010 -2.0781  C47 1.534, C48 1.551, H75 1.099, H76 1.103
26 C -0.1546 4.7342 -7.5652  C20 1.387, C53 1.382, H98 1.081
27 C 0.4631 7.9552 -4.6627  C30 1.380, C42 1.388, H79 1.082
28 C -4.6280 -3.4341 2.1146  F6 1.354, C40 1.379, C44 1.380
29 C 2.8561 -2.8285 -0.3382  C17 1.532, C54 1.527, H101 1.105, H111 1.103
30 C 1.0070 8.7407 -5.6580  F2 1.354, C19 1.380, C27 1.380
31 C -5.2626 -4.7861 4.4201  C10 1.389, C43 1.389, H66 1.081
32 C 5.2884 -2.0930 -0.2779  C17 1.521, C37 1.518, H55 1.105, H95 1.102
33 C -8.8309 -5.1147 7.3636  C36 1.388, C50 1.380, H85 1.081
34 C -0.7196 10.3529 -5.4288  C19 1.389, C24 1.389, H108 1.082
35 C 6.9885 0.7277 5.3956  C14 1.389, C41 1.389, H110 1.082
36 C -9.8892 -4.2797 7.6966  C12 1.389, C33 1.388, H88 1.082
37 C 4.8913 -0.8104 -0.9862  N7 1.513, C32 1.518, H80 1.093, H97 1.095
38 C 5.1078 -0.7836 5.3889  C14 1.388, C51 1.380, H96 1.082
39 C 0.7808 3.3532 -5.3376  C9 1.389, C18 1.389, H69 1.083
40 C -5.7685 -4.2099 2.1301  C10 1.389, C28 1.379, H87 1.081
41 C 6.3968 1.4747 4.3856  C11 1.389, C35 1.389, H104 1.083
42 C -0.7029 8.3871 -4.0454  C24 1.389, C27 1.388, H106 1.082
43 C -4.1234 -3.9930 4.3664  C31 1.389, C44 1.389, H83 1.083
44 C -3.7925 -3.3056 3.2058  C28 1.380, C43 1.389, H100 1.082
45 C -1.5801 0.6568 0.5422  C21 1.543, C49 1.543, H65 1.101, H89 1.098
46 C 4.8083 0.7558 -4.1436  C15 1.527, H71 1.102, H90 1.094, H103 1.099
47 C -1.7887 0.2503 -2.0524  C25 1.534, C49 1.538, H63 1.103, H92 1.101
48 C -1.5997 -2.3159 -1.6411  C13 1.549, C25 1.551, H56 1.099, H84 1.099
49 C -2.4527 0.6706 -0.7307  C45 1.543, C47 1.538, H67 1.100, H105 1.098
50 C -7.5528 -4.6984 7.6747  F3 1.354, C8 1.380, C33 1.380
51 C 4.5473 -0.0198 4.3852  F5 1.350, C11 1.381, C38 1.380
52 C 6.0455 1.2693 -1.9792  N7 1.504, C15 1.526, H78 1.095, H99 1.099
53 C -0.8679 3.6859 -7.0158  F4 1.345, C9 1.382, C26 1.382
54 C 1.8797 -3.8735 0.1976  C22 1.544, C29 1.527, H72 1.101, H91 1.100
55 H 6.1343 -1.8880 0.4023  C32 1.105
56 H -2.6854 -2.1482 -1.6073  C48 1.099
57 H 3.9043 -1.9385 1.3510  C17 1.096
58 H -6.2629 -3.2194 8.5181  C8 1.081
59 H -0.3333 -2.2631 0.1132  C13 1.101
60 H -1.2269 -1.0882 1.8476  C21 1.093
61 H 6.9055 -0.4242 -1.1654  N7 1.026
62 H 1.6198 5.9178 -7.3812  C20 1.083
63 H -1.2046 1.1039 -2.4352  C47 1.103
64 H 2.4578 4.6955 -5.4078  C18 1.083
65 H -0.5284 0.4852 0.2639  C45 1.101
66 H -5.5137 -5.3162 5.3279  C31 1.081
67 H -3.3547 0.0665 -0.5537  C49 1.100
68 H -0.7048 -4.8862 0.5430  C23 1.101
69 H 1.1515 2.8134 -4.4752  C39 1.083
70 H 1.1281 -5.4006 -1.1500  C22 1.099
71 H 5.7949 0.5614 -4.5940  C46 1.102
72 H 1.3354 -3.4520 1.0564  C54 1.101
73 H -1.1994 -4.8970 -1.1419  C23 1.099
74 H 6.7979 -0.9775 6.6843  C14 1.082
75 H -0.5427 -1.1065 -3.1115  C25 1.099
76 H -0.0006 -0.8434 -1.4626  C25 1.103
77 H -2.2165 0.1729 2.5775  C21 1.096
78 H 5.9683 1.7571 -1.0023  C52 1.095
79 H 0.9421 7.0231 -4.3945  C27 1.082
80 H 4.1090 -0.9658 -1.7338  C37 1.093
81 H -2.9068 -0.8974 1.3516  C21 1.097
82 H 4.3998 -3.5824 0.9733  C17 1.098
83 H -3.4861 -3.9042 5.2374  C43 1.083
84 H -1.4407 -3.0713 -2.4239  C48 1.099
85 H -8.9851 -6.0679 6.8766  C33 1.081
86 H 4.6731 1.6749 3.0896  C11 1.083
87 H -6.3902 -4.2738 1.2475  C40 1.081
88 H -10.9011 -4.5861 7.4649  C36 1.082
89 H -1.6055 1.6638 0.9779  C45 1.098
90 H 4.1828 1.2168 -4.9137  C46 1.094
91 H 2.4639 -4.7188 0.5911  C54 1.100
92 H -2.5890 0.0826 -2.7892  C47 1.101
93 H 0.9093 10.5140 -6.8460  C19 1.081
94 H -1.0251 2.1703 -5.5192  C9 1.081
95 H 5.6284 -2.8485 -1.0047  C32 1.102
96 H 4.5815 -1.6503 5.7655  C38 1.082
97 H 4.5427 -0.0482 -0.2811  C37 1.095
98 H -0.5445 5.2546 -8.4293  C26 1.081
99 H 7.0215 1.5187 -2.4179  C52 1.099
100 H -2.9131 -2.6784 3.1396  C44 1.082
101 H 3.1509 -3.1193 -1.3625  C29 1.105
102 H 5.1961 2.7001 -3.2833  C15 1.094
103 H 4.3348 -0.2011 -3.8843  C46 1.099
104 H 6.8918 2.3587 4.0040  C41 1.083
105 H -2.8154 1.6941 -0.8955  C49 1.098
106 H -1.1500 7.7820 -3.2672  C42 1.082
107 H -10.4860 -2.4185 8.5816  C12 1.082
108 H -1.1796 11.2858 -5.7281  C34 1.082
109 H 0.9827 -3.7662 -1.7710  C22 1.102
110 H 7.9462 1.0254 5.8010  C35 1.082
111 H 2.3160 -1.8714 -0.4340  C29 1.103
112 H 6.1913 -0.7017 -2.6138  N7 1.025
113 H -8.1711 -1.7283 9.1110  C16 1.082
114 H -6.9692 -5.5043 3.3361  C10 1.083
115 H -2.2032 9.9183 -3.9412  C24 1.082
116 H -1.9438 -2.8865 0.4429  C13 1.095

Atomic partial charges in e from the Mulliken method, atoms 1 to 5:
1. I 0.178
2. F -0.338
3. F -0.339
4. F -0.318
5. F -0.328